(1)
Here is C29H28BrIMgN5O4S as an isolated structure from OMol25. Energies are from the ωB97M-V functional and the def2-TZVPD basis.

Last column: Löwdin charge in e.
Positions of all 70 atoms, in Å:
Mg 0.17135 0.83086 -0.89088  0.449
Br -0.01359 -4.22362 5.27429  0.633
C -1.06534 -4.45268 3.69487  -0.718
C -1.88227 -3.42007 3.26041  -0.151
C -2.63632 -3.57946 2.11520  -0.032
C -2.61198 -4.78888 1.37689  -0.345
C -1.78366 -5.82061 1.86925  -0.056
C -1.01316 -5.65403 3.00344  -0.161
N -3.41908 -5.06516 0.30599  -0.030
N -3.95472 -4.11926 -0.43102  -0.009
C -3.33258 -2.94608 -0.72648  -0.294
C -4.15426 -1.84148 -1.01463  -0.052
C -3.64849 -0.56122 -1.18373  -0.028
C -2.27963 -0.29144 -1.13598  -0.396
O -1.77420 0.94108 -1.22143  -0.293
C -1.40960 -1.40781 -1.03499  -0.152
N -0.06962 -1.14837 -1.15081  0.061
C 0.78707 -2.14968 -1.11740  -0.117
C 0.38757 -3.47951 -1.03195  -0.051
C -0.95999 -3.76538 -0.90965  0.003
C -1.90379 -2.73437 -0.85368  -0.082
H -1.91911 -2.49071 3.81498  0.088
H -3.27887 -2.77535 1.78252  0.106
H -1.75553 -6.75572 1.32316  0.099
H -0.36969 -6.45093 3.35341  0.088
H -5.22346 -2.01311 -1.01295  0.096
H -4.32485 0.27392 -1.33218  0.107
H 1.83598 -1.87777 -1.18554  0.113
H 1.12058 -4.27396 -1.05142  0.096
H -1.28760 -4.79379 -0.87414  0.109
C 4.29382 1.03604 -1.09296  -0.029
C 3.08647 1.65611 -0.42236  -0.382
O 1.94999 1.09706 -0.65334  -0.141
C 3.23805 2.75662 0.45180  -0.113
C 4.52595 3.17954 0.90911  -0.043
C 4.68317 4.12626 1.89314  -0.117
C 3.57549 4.74191 2.48221  -0.111
C 2.30783 4.41543 2.00494  -0.050
C 2.14274 3.47597 1.01409  -0.234
O 0.83646 3.28266 0.54927  -0.158
H 3.93721 0.33639 -1.84629  0.075
H 4.91103 0.48716 -0.37358  0.080
H 4.92365 1.78656 -1.57566  0.075
H 5.40011 2.71025 0.48295  0.092
H 5.68047 4.39401 2.22256  0.093
H 3.69298 5.47592 3.26775  0.086
H 1.42561 4.91796 2.38180  0.110
I 0.48152 5.85173 -1.01010  0.664
C 0.61532 3.65040 -0.74524  -0.615
H 1.40285 3.36541 -1.43872  0.059
H -0.36141 3.29862 -1.06051  0.035
N -0.77668 1.29903 3.18808  0.073
C 0.42370 0.63796 3.31990  -0.075
C 0.76317 0.24774 2.06282  -0.099
N -0.20639 0.65479 1.17736  0.029
C -1.11195 1.28607 1.88025  -0.148
H -1.29634 1.73086 3.92970  0.148
H 0.91734 0.51602 4.26683  0.110
H 1.63241 -0.28962 1.72581  0.118
H -2.01048 1.72682 1.48017  0.141
C -1.53721 0.48522 -4.23968  -0.201
S -1.10390 1.96368 -3.30202  0.922
C -0.60473 2.91779 -4.78990  -0.236
O 0.27281 1.66678 -2.73359  -0.551
H -2.29245 0.73456 -4.98308  0.060
H -1.92309 -0.25945 -3.54676  0.044
H -0.61702 0.13488 -4.70530  0.068
H -1.45747 3.04705 -5.45645  0.047
H 0.21230 2.40144 -5.29220  0.053
H -0.26447 3.89100 -4.43838  0.040

HOMO energy (alpha / beta) = -2.478 / -3.206 eV
Calculated total energy = -5166.71738 hartree
Net charge = -1
Gap between HOMO and LUMO (alpha / beta) = 0.16566 / 0.19255 Ha

---

(2)
Here is C29H28F5NNbO11S as an isolated structure from OMol25. Energies are from the ωB97M-V functional and the def2-TZVPD basis.

Last column: Löwdin charge in e.
Positions of all 76 atoms, in Å:
N 1.28633 2.90852 -0.58579  -0.003
C -0.09221 2.97061 -1.05457  -0.258
C -1.13277 2.14408 -0.26821  -0.458
O -2.33943 2.92981 -0.06136  -0.077
C -1.55251 0.89486 -1.04020  -0.354
Nb -0.20129 -0.90270 -0.98102  1.113
S -0.48914 -1.28322 1.57678  0.482
O -0.17683 -2.68864 1.83475  -0.458
O -1.87447 -0.92920 1.87949  -0.418
C 0.52585 -0.28550 2.84732  -0.496
F 1.43838 0.48708 2.19776  0.053
F -0.31540 0.52945 3.53871  0.082
C 1.27600 -1.14752 3.87902  -0.576
F 0.46835 -1.98513 4.52493  0.171
F 1.84889 -0.34213 4.81167  0.127
F 2.26180 -1.83755 3.30271  0.167
H 1.35118 2.96247 0.42027  0.053
H 1.76377 2.08340 -0.91482  0.012
H -0.13919 2.61213 -2.07987  0.075
H -0.41670 4.01792 -1.04074  0.109
H -0.74998 1.88518 0.73082  0.109
H -2.14081 3.58429 0.62023  0.076
H -1.71652 1.19536 -2.08312  0.005
H -2.51144 0.52037 -0.65217  0.045
H 1.34987 -0.01811 -0.56091  -0.120
H 0.78587 -2.44303 -1.08785  -0.171
H -1.64968 -2.01423 -1.21996  -0.114
H 0.16469 -0.69037 -2.73120  -0.134
C 0.48867 -8.46260 2.68919  0.008
C 0.87098 -8.45506 1.41668  0.010
C 1.05685 -7.17795 0.67590  -0.384
O 1.40549 -7.18739 -0.48503  0.102
C 0.79913 -5.91484 1.41097  0.034
C 0.42130 -5.92328 2.68805  0.028
C 0.23636 -7.19554 3.42501  -0.388
O -0.10374 -7.21935 4.59021  0.092
H 0.34551 -9.37711 3.25137  0.115
H 1.06367 -9.36313 0.85895  0.115
H 0.93095 -4.99254 0.85635  0.114
H 0.22842 -5.00877 3.23525  0.114
C 3.55450 0.83357 7.57873  0.025
C 4.50260 0.64034 6.66544  0.027
C 5.93314 0.88776 6.97558  -0.385
O 6.80229 0.71526 6.14940  0.107
C 6.26560 1.35865 8.34588  0.015
C 5.31805 1.55172 9.25801  0.014
C 3.88623 1.30354 8.94660  -0.387
O 3.02750 1.48016 9.78372  0.102
H 2.50631 0.65885 7.37138  0.119
H 4.27816 0.29722 5.66339  0.116
H 7.31504 1.53162 8.54831  0.118
H 5.53486 1.89448 10.26186  0.118
C -6.58965 1.39033 -3.88231  0.016
C -5.42505 0.92354 -3.43987  0.037
C -4.17067 1.13518 -4.20635  -0.367
O -3.11386 0.71145 -3.80189  0.101
C -4.26591 1.89378 -5.48104  0.027
C -5.43109 2.35837 -5.92209  0.015
C -6.68528 2.14299 -5.15649  -0.392
O -7.74679 2.56957 -5.56190  0.091
H -7.51683 1.24982 -3.34160  0.119
H -5.32576 0.37579 -2.51130  0.128
H -3.33751 2.03798 -6.02004  0.114
H -5.52713 2.91092 -6.84823  0.118
C 0.00865 1.98909 -5.87087  0.031
C 0.45965 1.87736 -7.11802  0.019
C 0.60708 3.06636 -7.99336  -0.392
O 1.01445 2.96818 -9.13189  0.093
C 0.23420 4.38839 -7.42613  0.014
C -0.21733 4.50400 -6.18057  0.023
C -0.36593 3.31217 -5.30590  -0.379
O -0.78103 3.40103 -4.17402  0.111
H -0.11068 1.13963 -5.20765  0.120
H 0.73981 0.92641 -7.55284  0.121
H 0.35255 5.23910 -8.08535  0.118
H -0.49637 5.45475 -5.74413  0.121

HOMO energy = -5.706 eV
Calculated total energy = -2958.42821 hartree
Net charge = -1
Gap between HOMO and LUMO = 0.20986 Ha

---

(3)
Here is C29H28MoN3O4Si as an isolated structure from OMol25. Energies are from the ωB97M-V functional and the def2-TZVPD basis.

Last column: Löwdin charge in e.
Positions of all 66 atoms, in Å:
Mo 0.55789 0.26367 0.15328  1.792
O 0.42116 -4.92012 1.62009  0.088
C -0.23795 -4.89111 0.45832  -0.254
C -0.87683 -6.05462 0.02902  0.006
C -1.52028 -6.09345 -1.18945  -0.049
C -1.60006 -4.95529 -1.99074  -0.073
C -1.03929 -3.77992 -1.55184  -0.015
C -0.33751 -3.73112 -0.33806  -0.084
C 0.25604 -2.48172 0.08038  -0.365
O -0.06917 -1.34435 -0.48489  -0.207
N 1.13867 -2.40951 1.04914  0.054
N 1.52459 -1.13758 1.28025  -0.146
C 2.43326 -0.95636 2.24185  0.012
C 2.96774 0.30102 2.58898  -0.138
C 3.96450 0.43120 3.57926  -0.005
C 4.45487 1.66357 3.93312  -0.054
C 3.96697 2.82393 3.32982  -0.031
C 3.00320 2.74059 2.34426  0.014
C 2.51122 1.49695 1.95612  -0.266
O 1.58363 1.35964 1.01557  -0.264
H 0.87393 -4.06682 1.76664  0.073
H -0.83790 -6.91481 0.67830  0.125
H -1.97031 -7.01298 -1.52861  0.113
H -2.11591 -4.99364 -2.93793  0.107
H -1.10422 -2.87639 -2.14347  0.114
H 2.77788 -1.84128 2.76793  0.149
H 4.34650 -0.46187 4.05092  0.124
H 5.22208 1.73741 4.68808  0.116
H 4.34472 3.78821 3.62843  0.119
H 2.61562 3.62074 1.84926  0.129
C -1.27603 -0.65947 2.83390  -0.170
Si -2.06067 0.85566 1.98418  0.506
C -1.53024 2.42935 2.93175  -0.150
C -3.92638 0.50593 1.85506  -0.152
N -1.28696 1.04226 0.38934  -0.199
C -1.70160 1.97358 -0.52819  -0.286
C -2.73084 2.90637 -0.38410  -0.025
C -3.02989 3.78291 -1.40973  -0.068
C -2.33077 3.76284 -2.60651  -0.065
C -1.30676 2.84462 -2.78564  -0.001
C -1.01228 1.97659 -1.75328  -0.184
O 0.02037 1.04002 -1.75974  -0.175
C 0.67536 0.81407 -2.96813  -0.274
C 2.02865 1.11325 -3.04120  -0.006
C 2.69342 0.94825 -4.24494  -0.057
C 2.00656 0.49295 -5.35833  -0.064
C 0.65889 0.18115 -5.27261  -0.051
C -0.01699 0.33614 -4.07382  -0.008
H -1.86660 -0.90576 3.71111  0.038
H -0.26261 -0.46972 3.18210  0.011
H -1.27080 -1.54799 2.20419  0.019
H -1.57906 2.28334 4.00593  0.030
H -2.15843 3.28211 2.69282  0.024
H -0.50110 2.69846 2.68204  0.018
H -4.36580 0.48646 2.84744  0.035
H -4.11004 -0.46550 1.40328  0.036
H -4.46909 1.24338 1.27516  0.017
H -3.27970 2.94205 0.54025  0.086
H -3.82138 4.50159 -1.26634  0.112
H -2.56552 4.45987 -3.39516  0.111
H -0.74425 2.82154 -3.70505  0.122
H 2.53944 1.50105 -2.16250  0.115
H 3.74153 1.19287 -4.31835  0.113
H 2.52443 0.38643 -6.29835  0.112
H 0.12978 -0.17298 -6.14195  0.114
H -1.06968 0.11236 -3.98870  0.134

HOMO energy (alpha / beta) = -10.678 / -10.618 eV
Calculated total energy = -1944.65394 hartree
Net charge = +1
Gap between HOMO and LUMO (alpha / beta) = 0.22656 / 0.22080 Ha